Here is one molecule with the formula C15H25BO2 at a distorted geometry from OMol25. Energies are from wB97M-V/def2-TZVPD.

Its net charge is 0. The lowest unoccupied orbital energy comes out at 0.50 eV. Its SMILES is CCCCCCCCCc1cccc(B(O)O)c1. As for the largest force on an atom: 4.0 eV/A.

The geometry in XYZ format:
```
43
Properties=species:S:1:pos:R:3:forces:R:3
H 0.34883 -0.40610 4.18025 -0.26 -0.26 -0.26
C -0.67535 1.78356 -1.17082 0.36 0.57 -1.49
H -0.63377 1.35871 -4.02891 -0.53 -0.19 -0.03
C 1.37651 -2.76342 0.66095 1.26 0.55 -0.05
H -0.90460 -3.00343 3.64354 -0.82 -0.15 0.78
O -1.27142 -6.31796 1.82038 1.86 -0.57 2.37
C -0.27012 -2.96362 2.79423 -0.75 3.07 2.14
C 0.29625 2.25503 -2.32890 -0.98 0.11 0.56
C 0.07660 -4.08239 2.18149 1.09 -3.40 -1.80
C 0.11545 4.65869 -4.38614 -3.27 -0.07 -0.30
C -0.06481 1.92085 0.21117 1.66 0.41 -0.50
H -1.03638 4.81429 -4.23459 1.97 0.23 -0.25
C 0.95290 -3.99336 1.08985 -1.06 0.23 -0.18
H -0.01970 3.01256 -5.81111 -0.86 0.03 0.59
O 0.11206 -6.03381 3.86085 -0.33 0.51 -0.90
H -1.60168 2.35172 -1.28425 -0.06 0.13 0.29
C 1.08369 -1.62961 1.40082 -1.79 -0.40 0.55
C -0.21703 -0.42673 3.22704 0.53 -0.02 0.75
C 0.18719 -1.67842 2.46375 0.98 -0.09 -0.65
H 0.98932 1.54270 0.11799 -0.61 0.17 0.11
C -0.72609 1.10503 1.27778 -1.03 -0.54 0.33
H 0.58126 4.98381 -3.48401 0.49 -0.17 0.75
H -0.95926 0.75241 -1.42510 0.14 0.01 0.41
H 0.09560 2.99385 0.48306 -0.45 -0.64 -0.13
C 0.21738 3.18963 -4.74734 1.21 0.31 0.02
H 1.28827 -0.67503 1.02097 0.95 1.13 -0.51
H 1.10600 1.01994 2.36832 0.63 0.32 0.11
B -0.34519 -5.57883 2.60228 -0.95 0.86 0.76
H -1.25661 -0.59056 3.51559 -0.18 0.46 -0.03
H -1.76003 1.45804 1.49595 0.55 -0.18 -0.21
C 0.05441 0.97285 2.58364 -1.28 -1.15 0.35
C -0.48387 2.37504 -3.68370 0.11 0.01 1.48
H 0.42269 5.31608 -5.16351 0.31 0.53 -0.74
H 1.03251 -4.88681 0.52610 0.78 -0.60 -0.70
H -0.23779 1.73111 3.33845 0.39 -0.26 -0.53
H 0.58193 -5.33870 4.37767 -0.48 -0.78 -0.87
H -0.82602 0.07481 0.87434 -0.18 0.56 0.09
H -1.42278 2.85837 -3.32041 0.22 -0.47 -1.07
H 2.03851 -2.56502 -0.17868 -0.20 -0.64 -0.17
H -1.37297 -7.17435 2.32309 -0.13 1.02 -0.95
H 0.80973 3.18298 -2.01943 -0.36 -0.16 -0.28
H 1.26487 2.89706 -4.77247 0.43 -0.12 0.33
H 1.05346 1.49900 -2.40017 0.66 -0.40 -0.19
```
Positions in Å, forces in eV/Å.